(1)
{"formula": "C27H80O13", "method": "the ωB97M-V functional and the def2-TZVPD basis", "lumo_energy_ev": 0.3, "energy_ev": -55915.3385, "de_lowest_kj_mol": 0.0, "homo_ev": -9.433, "species": ["O", "H", "H", "O", "H", "H", "O", "H", "H", "O", "H", "H", "C", "C", "C", "O", "H", "H", "H", "H", "H", "H", "H", "H", "C", "C", "C", "O", "H", "H", "H", "H", "H", "H", "H", "H", "C", "C", "C", "O", "H", "H", "H", "H", "H", "H", "H", "H", "C", "C", "C", "O", "H", "H", "H", "H", "H", "H", "H", "H", "C", "C", "C", "O", "H", "H", "H", "H", "H", "H", "H", "H", "C", "C", "C", "O", "H", "H", "H", "H", "H", "H", "H", "H", "C", "C", "C", "O", "H", "H", "H", "H", "H", "H", "H", "H", "C", "C", "C", "O", "H", "H", "H", "H", "H", "H", "H", "H", "C", "C", "C", "O", "H", "H", "H", "H", "H", "H", "H", "H"], "xyz": [[-2.9270, 2.9331, -1.5169], [-3.1654, 2.3328, -2.2501], [-2.0319, 2.6472, -1.2413], [-1.2045, 4.2611, -3.4188], [-1.5646, 5.1521, -3.4511], [-1.4944, 3.8993, -2.5606], [-2.8532, 1.0151, -3.6661], [-1.9352, 1.1800, -3.9577], [-3.3893, 1.1819, -4.4489], [2.0513, 3.2483, -0.6873], [2.5052, 3.8911, -1.2398], [2.3403, 3.4459, 0.2259], [-3.5841, 5.0433, 2.8943], [-3.0651, 4.1025, 1.8180], [-2.7677, 2.7103, 2.3666], [-4.1211, 3.9810, 0.8559], [-4.5907, 4.7568, 3.1917], [-3.5976, 6.0644, 2.5170], [-2.9158, 4.9747, 3.7571], [-2.1936, 4.5307, 1.3079], [-1.8125, 2.6315, 2.8887], [-2.8528, 1.9029, 1.6383], [-3.5614, 2.4462, 3.0789], [-3.7662, 3.5301, 0.0699], [4.0690, -3.8010, 1.3894], [2.5428, -3.7160, 1.3223], [1.9301, -2.6258, 2.1970], [2.1601, -3.4775, -0.0270], [4.4497, -2.8058, 1.6299], [4.4781, -4.1851, 0.4593], [4.3539, -4.4594, 2.2106], [2.1388, -4.6942, 1.6310], [2.0801, -2.8045, 3.2632], [0.8662, -2.5392, 1.9805], [2.3943, -1.6712, 1.9333], [1.1886, -3.3818, -0.0881], [4.6050, -5.0510, -3.9414], [3.7291, -4.1377, -3.0894], [2.9101, -3.1786, -3.9303], [2.9176, -4.9200, -2.2278], [3.9936, -5.8280, -4.4053], [5.4163, -5.5351, -3.4002], [5.0626, -4.4592, -4.7379], [4.4142, -3.5413, -2.4694], [3.5527, -2.5900, -4.5929], [2.3087, -2.5085, -3.3173], [2.2718, -3.7226, -4.6353], [2.6917, -4.3381, -1.4687], [0.2120, 0.1845, -1.4992], [-0.5643, 0.7287, -0.3210], [0.0494, 0.2922, 0.9953], [-0.5136, 2.1755, -0.3654], [0.3183, -0.8994, -1.5348], [1.2330, 0.5875, -1.4884], [-0.2084, 0.5384, -2.4448], [-1.6173, 0.4423, -0.3553], [-0.5516, 0.6131, 1.8444], [1.0627, 0.6828, 1.1519], [0.2644, -0.7786, 1.0092], [0.3928, 2.3718, -0.6674], [0.9248, 3.8374, 2.8036], [1.4067, 5.0949, 2.0936], [1.5391, 6.3155, 3.0032], [2.7270, 4.8294, 1.5682], [1.6776, 3.3563, 3.4235], [0.6810, 3.1435, 1.9943], [0.0276, 4.0613, 3.3765], [0.7548, 5.2789, 1.2339], [0.6230, 6.5995, 3.5254], [1.8916, 7.1989, 2.4638], [2.2933, 6.1202, 3.7686], [3.0501, 5.6052, 1.1007], [-1.4445, -5.2670, -0.6058], [-0.7203, -4.1464, -1.3085], [-1.5042, -3.6775, -2.5370], [-0.5629, -3.0181, -0.4077], [-2.4735, -4.9767, -0.3732], [-1.0165, -5.5809, 0.3465], [-1.4943, -6.1125, -1.2991], [0.2639, -4.4889, -1.6317], [-1.0249, -2.7939, -2.9589], [-2.5292, -3.4525, -2.2391], [-1.5269, -4.4425, -3.3151], [-1.4502, -2.6639, -0.2388], [1.5399, 0.5340, 4.7615], [0.5124, -0.2962, 5.5089], [-0.5581, -0.8882, 4.5977], [1.1854, -1.3465, 6.2022], [2.4806, 0.6859, 5.2991], [1.1944, 1.5691, 4.6828], [1.8223, 0.1901, 3.7659], [-0.0057, 0.3591, 6.2182], [-0.1666, -1.7101, 3.9976], [-1.0755, -0.1225, 4.0218], [-1.2734, -1.3858, 5.2631], [0.6764, -1.5962, 6.9781], [1.5582, 0.3527, -4.8914], [1.1610, 1.8245, -4.7710], [1.6617, 2.6901, -5.9268], [-0.2509, 1.9093, -4.6206], [0.9265, -0.1737, -4.1753], [2.6087, 0.1558, -4.7123], [1.2509, 0.0216, -5.8863], [1.5529, 2.2413, -3.8318], [0.9492, 2.5449, -6.7433], [2.6534, 2.3763, -6.2520], [1.6980, 3.7504, -5.6804], [-0.5390, 2.7977, -4.3493], [-4.3127, -3.4972, 1.4309], [-4.2063, -2.0160, 1.0540], [-3.5684, -1.2299, 2.1812], [-3.3901, -1.8874, -0.1227], [-4.7832, -4.0010, 0.5841], [-5.0474, -3.5846, 2.2360], [-3.3720, -3.9275, 1.7611], [-5.2185, -1.6796, 0.8165], [-2.5060, -1.4911, 2.2281], [-4.0257, -1.3785, 3.1586], [-3.5389, -0.1532, 1.9915], [-3.8122, -1.2879, -0.7441]]}

***

(2)
{"formula": "C27H83N13O13", "method": "the ωB97M-V functional and the def2-TZVPD basis", "lumo_energy_ev": 0.3, "energy_ev": -75335.0840, "de_lowest_kj_mol": 237.4, "homo_ev": -8.213, "species": ["C", "C", "O", "H", "H", "H", "H", "H", "H", "C", "C", "O", "H", "H", "H", "H", "H", "H", "C", "C", "O", "H", "H", "H", "H", "H", "H", "C", "C", "O", "H", "H", "H", "H", "H", "H", "C", "C", "O", "H", "H", "H", "H", "H", "H", "C", "O", "N", "N", "H", "H", "H", "H", "C", "O", "N", "N", "H", "H", "H", "H", "C", "O", "N", "N", "H", "H", "H", "H", "C", "O", "N", "N", "H", "H", "H", "H", "C", "O", "N", "N", "H", "H", "H", "H", "C", "C", "C", "O", "C", "N", "H", "H", "H", "H", "H", "H", "H", "H", "H", "H", "H", "C", "C", "C", "O", "C", "N", "H", "H", "H", "H", "H", "H", "H", "H", "H", "H", "H", "C", "C", "C", "O", "C", "N", "H", "H", "H", "H", "H", "H", "H", "H", "H", "H", "H"], "xyz": [[-2.8313, 0.0472, 6.1542], [-1.7140, -0.2409, 5.1298], [-2.2870, 0.0851, 3.8754], [-3.6154, -0.7126, 6.1093], [-3.2934, 1.0079, 5.9241], [-2.4877, 0.1212, 7.1899], [-1.3740, -1.2742, 5.2529], [-0.8660, 0.3997, 5.3694], [-2.9011, -0.6190, 3.6198], [5.6495, 1.0152, 1.1398], [4.9735, 0.0183, 2.0783], [5.9014, -0.5504, 3.0110], [6.7422, 1.0754, 1.1141], [5.4404, 2.0107, 1.5442], [5.3574, 0.9637, 0.0922], [4.4639, -0.7811, 1.5297], [4.2772, 0.4534, 2.7947], [6.6149, -1.0110, 2.5601], [4.0239, -1.2962, -5.5102], [3.6055, -2.2123, -6.6478], [3.9943, -3.5308, -6.2105], [4.1651, -0.2734, -5.8815], [5.0102, -1.4845, -5.0859], [3.2917, -1.1746, -4.7126], [4.1202, -1.9505, -7.5747], [2.5236, -2.1261, -6.7781], [4.0257, -4.0937, -6.9936], [0.0897, 0.6476, -4.6314], [-0.3085, 1.4612, -5.8521], [0.5829, 1.1148, -6.9491], [-0.2420, -0.3723, -4.8504], [-0.5118, 1.0048, -3.7921], [1.1370, 0.6554, -4.3443], [-0.1319, 2.5077, -5.5794], [-1.3246, 1.2383, -6.1813], [0.6975, 1.9640, -7.3881], [-4.7805, -2.5078, 0.4724], [-5.1194, -2.6520, 1.9614], [-4.1292, -2.0207, 2.7530], [-4.5880, -1.4632, 0.2032], [-5.6741, -2.7348, -0.1171], [-3.8972, -3.0757, 0.1849], [-5.1724, -3.7202, 2.1784], [-6.1207, -2.2406, 2.0888], [-3.4349, -2.6560, 2.9707], [4.3990, 2.3227, -4.8262], [3.8263, 2.6194, -3.7709], [3.6944, 2.2385, -5.9848], [5.7416, 2.1150, -4.8823], [4.1825, 2.1592, -6.8566], [2.6941, 2.2241, -5.9572], [6.1732, 1.9503, -5.7729], [6.3236, 2.2702, -4.0852], [-1.5462, -4.7329, 2.2850], [-2.5165, -5.2777, 2.8327], [-0.6580, -3.9050, 2.9518], [-1.2640, -4.9344, 0.9692], [-0.2961, -4.2102, 3.8314], [-0.1805, -3.2007, 2.4150], [-0.3844, -4.6388, 0.5636], [-1.9232, -5.5705, 0.5485], [-2.7797, 2.6684, 0.6228], [-1.6391, 2.6051, 0.1464], [-3.1705, 1.8898, 1.6838], [-3.6941, 3.6230, 0.2714], [-4.1290, 1.8617, 1.9749], [-2.5476, 1.2596, 2.1658], [-4.4990, 3.7864, 0.8395], [-3.4937, 4.1885, -0.5306], [1.9214, -4.0345, -0.5278], [1.2047, -3.6360, 0.4015], [1.8497, -5.3340, -0.9815], [2.8049, -3.2357, -1.1956], [2.2180, -5.5733, -1.8776], [1.2244, -5.8723, -0.4051], [2.8678, -2.3189, -0.7114], [3.4989, -3.4749, -1.8705], [1.8237, -1.7189, 4.5403], [1.5912, -0.6070, 5.0348], [2.4476, -1.9025, 3.3162], [1.3214, -2.8981, 5.0977], [2.2816, -2.8002, 2.9100], [2.8632, -1.1446, 2.8105], [1.8334, -3.7403, 4.9141], [0.7756, -2.8561, 5.9393], [-2.1497, -2.1341, -2.9140], [-3.3828, -1.4775, -3.5100], [-3.4536, -0.0318, -3.0740], [-4.5889, 0.5642, -3.7022], [-4.7088, 1.9113, -3.3733], [-3.1845, -1.6042, -4.9578], [-2.2339, -2.0568, -1.8223], [-1.2126, -1.5711, -3.0160], [-1.9005, -3.1193, -3.2966], [-4.3082, -1.9920, -3.2527], [-2.5555, 0.5464, -3.3292], [-3.5945, 0.0921, -1.9871], [-5.0311, 2.1263, -2.3451], [-5.5550, 2.3172, -3.9314], [-3.8229, 2.5209, -3.5663], [-2.3754, -1.1566, -5.3712], [-3.9483, -1.2338, -5.5176], [-0.4234, -1.0112, -0.1477], [0.7098, -0.3091, 0.6243], [1.7202, 0.3957, -0.2687], [2.7231, -0.5004, -0.7781], [3.4067, -0.0138, -1.9110], [0.0378, 0.7416, 1.4269], [-0.8943, -0.2432, -0.7732], [-1.1931, -1.4629, 0.4776], [-0.0548, -1.7643, -0.8525], [1.1533, -1.0545, 1.2849], [2.2363, 1.2294, 0.2089], [1.1820, 0.7886, -1.1408], [2.7524, 0.3353, -2.7148], [4.1165, -0.7499, -2.2883], [3.9673, 0.8685, -1.5764], [-0.2526, 0.3127, 2.2981], [-0.7705, 1.0849, 0.9134], [-1.0776, 3.1009, 4.3981], [-1.1820, 4.5628, 3.9841], [-0.7917, 5.6452, 4.9762], [-1.4193, 5.4297, 6.2155], [-1.1448, 6.3454, 7.2527], [-0.4793, 4.7631, 2.6854], [-1.8676, 2.8762, 5.1137], [-0.0841, 2.9001, 4.8009], [-1.2531, 2.4361, 3.5557], [-2.2356, 4.7333, 3.7029], [-1.1108, 6.6324, 4.6258], [0.2949, 5.5620, 5.1048], [-0.0930, 6.6486, 7.1663], [-1.5295, 5.9696, 8.1904], [-1.6531, 7.2908, 6.9893], [-0.7820, 3.9522, 2.1574], [-0.7252, 5.6212, 2.2139]]}

***

(3)
{"formula": "C27H83N5O12", "method": "the ωB97M-V functional and the def2-TZVPD basis", "multiplicity": 2, "lumo_energy_ev": [2.2, 2.2], "energy_ev": -61357.5025, "homo_ev": [0.538, -7.211], "charge": -1, "s_squared": 0.750, "species": ["C", "O", "H", "H", "H", "H", "C", "O", "H", "H", "H", "H", "C", "O", "H", "H", "H", "H", "C", "O", "H", "H", "H", "H", "C", "O", "H", "H", "H", "H", "C", "O", "H", "H", "H", "H", "C", "O", "H", "H", "H", "H", "C", "C", "C", "O", "C", "N", "H", "H", "H", "H", "H", "H", "H", "H", "H", "H", "H", "C", "C", "C", "O", "C", "N", "H", "H", "H", "H", "H", "H", "H", "H", "H", "H", "H", "C", "C", "C", "O", "C", "N", "H", "H", "H", "H", "H", "H", "H", "H", "H", "H", "H", "C", "C", "C", "O", "C", "N", "H", "H", "H", "H", "H", "H", "H", "H", "H", "H", "H", "C", "C", "C", "O", "C", "N", "H", "H", "H", "H", "H", "H", "H", "H", "H", "H", "H"], "xyz": [[0.0642, -0.4515, 0.5226], [-0.4018, 0.5901, -0.3376], [-0.5793, -1.3294, 0.5793], [1.0397, -0.7371, 0.1288], [0.1063, 0.0192, 1.5049], [0.2673, 1.2707, -0.2343], [-0.3324, 3.6254, 3.0969], [0.3821, 4.6751, 2.5844], [-0.2454, 2.7573, 2.4435], [0.0373, 3.3570, 4.0866], [-1.3552, 3.9884, 2.9963], [0.0671, 4.7337, 1.6794], [-2.7365, -1.8136, -2.2573], [-2.7558, -3.2153, -2.2812], [-2.3435, -1.5197, -3.2306], [-3.7575, -1.4582, -2.1181], [-2.0646, -1.3628, -1.5269], [-1.8560, -3.4508, -2.5189], [1.5470, -2.7026, 3.0653], [2.3673, -2.1195, 2.0972], [0.9865, -2.1083, 3.7871], [0.9036, -3.4862, 2.6652], [2.1456, -3.2569, 3.7882], [3.0018, -2.7841, 1.8192], [3.8454, 0.7055, 1.4319], [3.7745, 1.5530, 0.3315], [3.7479, 1.3666, 2.2931], [2.9979, 0.0209, 1.3954], [4.8160, 0.2101, 1.4057], [4.6244, 1.9790, 0.1976], [-2.5692, 1.7724, -3.4855], [-2.7209, 1.0977, -4.7284], [-2.2261, 2.7961, -3.6351], [-3.5325, 1.7034, -2.9803], [-1.8329, 1.3123, -2.8265], [-1.8919, 0.6745, -4.9636], [1.4804, 0.6421, 4.7604], [1.7689, 1.5781, 5.7962], [1.3096, 1.1340, 3.8028], [2.3440, -0.0228, 4.7457], [0.6136, 0.0113, 4.9574], [2.6013, 2.0394, 5.6699], [0.7312, -3.7017, -0.7399], [0.9371, -4.0290, -2.2019], [2.0981, -5.0768, -2.3634], [3.4151, -4.6218, -1.8301], [4.2323, -5.7864, -1.4559], [-0.3421, -4.6379, -2.6629], [1.5418, -3.1386, -0.2772], [0.5962, -4.5569, -0.0777], [-0.1724, -3.1134, -0.5805], [1.2422, -3.1381, -2.7508], [2.2322, -5.4538, -3.3773], [1.8078, -6.0013, -1.8644], [5.2336, -5.4217, -1.2267], [4.1974, -6.5265, -2.2553], [3.8700, -6.2974, -0.5639], [-0.4205, -5.4147, -2.0223], [-0.1277, -5.0582, -3.5560], [-4.1267, 3.1246, 5.1692], [-4.2886, 4.1087, 4.0236], [-4.6670, 3.4408, 2.6454], [-3.5737, 2.5143, 2.3391], [-3.6728, 1.9693, 1.0228], [-5.3907, 5.0458, 4.3911], [-3.2755, 2.5127, 4.8707], [-5.0044, 2.5009, 5.3389], [-3.9514, 3.6192, 6.1245], [-3.3423, 4.6321, 3.8865], [-4.7310, 4.2718, 1.9430], [-5.6597, 2.9976, 2.7235], [-2.9472, 1.1738, 0.8525], [-3.4726, 2.7398, 0.2782], [-4.6436, 1.5275, 0.7985], [-5.0573, 5.6375, 5.1387], [-5.5106, 5.7058, 3.6360], [-3.4431, -2.6186, 1.1813], [-2.4170, -3.7448, 1.2875], [-2.4852, -4.3704, 2.7042], [-2.0562, -3.3600, 3.5749], [-1.6565, -3.9014, 4.8203], [-2.6821, -4.7166, 0.1979], [-3.3048, -2.1404, 0.2116], [-3.2158, -1.9084, 1.9762], [-4.4485, -3.0386, 1.1516], [-1.3977, -3.3736, 1.1817], [-1.8673, -5.2665, 2.7609], [-3.5332, -4.6548, 2.7982], [-0.7349, -4.4746, 4.7198], [-2.4503, -4.5331, 5.2191], [-1.5355, -3.0262, 5.4586], [-1.8847, -5.3365, 0.1985], [-2.5333, -4.3087, -0.7140], [0.7852, 3.2624, -2.6058], [0.8550, 3.9343, -1.2435], [-0.5625, 4.3138, -0.7657], [-0.6042, 5.2646, 0.3014], [-1.9548, 5.6776, 0.5827], [1.3775, 2.9302, -0.3185], [1.7775, 2.9052, -2.8814], [0.4172, 3.9691, -3.3496], [0.0579, 2.4506, -2.5984], [1.5420, 4.7783, -1.3052], [-1.2019, 3.4543, -0.5646], [-0.9561, 4.8165, -1.6491], [-2.6848, 4.8704, 0.6422], [-2.2986, 6.4339, -0.1229], [-2.0263, 6.2621, 1.5000], [2.3244, 2.6267, -0.4956], [1.3924, 3.3957, 0.5777], [5.4594, -0.4827, -6.4532], [4.0714, 0.1414, -6.1236], [3.8108, 0.7001, -4.6962], [3.8836, -0.3942, -3.8225], [3.6606, -0.0702, -2.4035], [3.8282, 1.1653, -7.1130], [6.2129, 0.3036, -6.4998], [5.3844, -0.9070, -7.4544], [5.7222, -1.2259, -5.7004], [3.2893, -0.5940, -6.3124], [2.8643, 1.2358, -4.6246], [4.6016, 1.3999, -4.4259], [4.2451, 0.7263, -1.9431], [3.7311, -1.0022, -1.8426], [2.6151, 0.1771, -2.2198], [4.3527, 0.9225, -7.9413], [4.2781, 1.9891, -6.7400]]}